Run a
An isolated molecule of C6H10O2. Source: the OMol25 dataset; level of theory: ωB97M-V/def2-TZVPD.

Results
SMILES: C[C@]12CCOC[C@@H]1O2
Orbital gap: 10.0632 eV
HOMO energy: -9.11 eV
Charge: 0
LUMO energy: 0.950 eV

CARTESIAN COORDINATES (ANGSTROEM)
C 0.507 1.672 -0.572
C 0.900 0.179 -0.440
C -0.001 -0.789 -1.215
C -1.301 -0.865 -0.460
O -1.417 -0.108 0.776
C -0.332 -0.051 1.672
C 0.938 -0.477 0.902
O 2.125 0.148 0.497
H -0.502 1.847 -0.878
H 1.045 2.224 -1.329
H 0.796 2.183 0.411
H 0.518 -1.721 -1.167
H -0.042 -0.514 -2.246
H -2.082 -0.425 -1.076
H -1.619 -1.906 -0.248
H -0.507 -0.856 2.378
H -0.251 1.017 2.075
H 1.223 -1.557 0.922

natural (NBO) population analysis, charges in e, atoms 1 to 5:
1. C -0.650
2. C 0.217
3. C -0.456
4. C -0.078
5. O -0.542

Run b
A structure of composition C6H10O2. Source: the OMol25 dataset; level of theory: ωB97M-V/def2-TZVPD.

Results
Orbital gap (alpha / beta): 7.5539 / 7.5500 eV
HOMO energy (alpha / beta): -7.92 / -7.92 eV
Charge: 0
LUMO energy (alpha / beta): -0.364 / -0.366 eV

CARTESIAN COORDINATES (ANGSTROEM)
C -0.678 1.758 0.238
C 1.300 -0.566 -1.219
C 0.988 -0.193 1.258
C -1.013 -0.750 -0.248
C -1.905 0.227 0.125
C 0.332 -0.316 -0.095
O -1.379 -1.922 -0.879
O -3.052 0.543 0.181
H -0.981 -2.675 -0.423
H 0.365 1.989 0.019
H -1.278 2.267 -0.513
H -0.911 2.090 1.247
H 0.792 -0.749 -2.165
H 1.945 -1.424 -0.995
H 1.963 0.298 -1.330
H 1.781 0.559 1.267
H 1.458 -1.160 1.486
H 0.272 0.023 2.047

natural (NBO) population analysis, charges in e, atoms 1 to 5:
1. C -0.781
2. C -0.702
3. C -0.674
4. C -0.039
5. C 0.601

Run c
A cluster of 3 separate species, C6H10O2 in total. Source: the OMol25 dataset; level of theory: ωB97M-V/def2-TZVPD.

Results
SMILES: c1ccccc1.O.O
Orbital gap: 10.3041 eV
HOMO energy: -9.48 eV
Charge: 0
LUMO energy: 0.827 eV

CARTESIAN COORDINATES (ANGSTROEM)
C 2.069 0.316 0.546
C 1.018 0.598 -0.356
C -0.301 0.731 0.103
C -0.496 0.531 1.490
C 0.529 0.290 2.400
C 1.815 0.074 1.901
H 3.097 0.165 0.153
H 1.276 0.509 -1.372
H -1.054 0.852 -0.697
H -1.475 0.706 1.921
H 0.273 0.248 3.470
H 2.588 -0.135 2.715
O -1.848 -1.807 -0.985
H -1.785 -2.208 -0.155
H -1.120 -1.271 -1.109
O -1.392 0.112 -3.363
H -1.566 -0.632 -2.715
H -2.124 0.092 -3.937

natural (NBO) population analysis, charges in e, atoms 1 to 5:
1. C -0.216
2. C -0.216
3. C -0.249
4. C -0.206
5. C -0.224

Stability verdict: run c, ahead by 3.643 eV

Run a
An isolated molecule of CH3PS4. Source: the OMol25 dataset; level of theory: ωB97M-V/def2-TZVPD.

Results
Orbital gap (alpha / beta): 7.0361 / 5.9583 eV
HOMO energy (alpha / beta): -8.59 / -8.03 eV
Charge: 0
LUMO energy (alpha / beta): -1.552 / -2.071 eV

CARTESIAN COORDINATES (ANGSTROEM)
C -0.988 -1.149 0.116
P -0.306 0.429 0.557
S -3.342 0.539 -0.246
S -1.785 1.713 -0.282
S 3.101 1.305 -0.053
S 1.653 0.149 -0.676
H -1.924 -1.478 0.028
H -0.190 -1.864 0.007
H 3.783 0.356 0.548

natural (NBO) population analysis, charges in e, atoms 1 to 5:
1. C -0.679
2. P 0.567
3. S -0.156
4. S -0.018
5. S -0.065

Run b
A cluster of 2 separate species, CH3PS4 in total. Source: the OMol25 dataset; level of theory: ωB97M-V/def2-TZVPD.

Results
Orbital gap (alpha / beta): 5.3042 / 7.7318 eV
HOMO energy (alpha / beta): -7.33 / -8.66 eV
Charge: 0
LUMO energy (alpha / beta): -2.028 / -0.924 eV

CARTESIAN COORDINATES (ANGSTROEM)
C -0.422 0.826 -0.432
P -1.277 -0.544 0.466
S -1.325 2.310 0.122
S -2.637 0.979 1.028
S 1.523 -1.724 0.819
S 1.668 -2.697 -0.861
H 0.579 0.874 -0.440
H -0.604 0.725 -1.481
H 2.495 -0.748 0.780

natural (NBO) population analysis, charges in e, atoms 1 to 5:
1. C -0.864
2. P 0.428
3. S 0.131
4. S -0.144
5. S 0.040

Stability verdict: run b, ahead by 0.251 eV

Run a
A cluster of 9 separate species, C4H29N2O8 in total. Source: the OMol25 dataset; level of theory: ωB97M-V/def2-TZVPD.

Results
Orbital gap: 9.2433 eV
HOMO energy: -11.86 eV
Charge: +1
LUMO energy: -2.615 eV

CARTESIAN COORDINATES (ANGSTROEM)
C 2.486 -0.411 -1.038
C 2.990 1.095 -1.200
C 3.060 1.758 0.175
C 1.332 1.992 1.816
N 1.755 2.361 0.460
N 0.868 -0.293 -0.917
H 2.687 -0.798 -0.055
H 2.739 -1.083 -1.859
H 4.012 0.875 -1.514
H 2.252 1.446 -1.908
H 3.955 2.421 0.158
H 3.264 1.026 0.988
H 1.305 0.915 1.813
H 0.475 2.568 2.065
H 2.068 2.270 2.583
H 1.670 3.346 0.250
H 0.498 -0.127 -1.851
H 0.587 -1.138 -0.382
H 0.668 0.539 -0.368
H -3.790 -0.152 -1.671
H -2.478 -0.893 -1.473
O -3.097 -0.327 -1.004
H -2.944 -2.870 1.691
H -2.113 -1.705 2.215
O -2.048 -2.640 1.959
H -2.089 -2.309 -3.518
H -0.934 -1.769 -2.690
O -1.723 -1.489 -3.171
H -1.484 2.166 -3.438
H -1.605 1.362 -2.139
O -1.207 2.157 -2.514
H -1.839 0.509 1.909
H -1.099 1.589 2.782
O -0.962 0.812 2.225
H 0.911 -0.775 2.320
H 1.911 -1.889 2.224
O 1.416 -1.298 1.638
H -1.301 -2.536 0.519
H -1.212 -3.458 -0.634
O -1.029 -2.527 -0.449
H -3.748 0.312 1.746
H -2.973 -0.523 0.644
O -3.236 -0.508 1.610

natural (NBO) population analysis, charges in e, atoms 1 to 5:
1. C -0.186
2. C -0.421
3. C -0.240
4. C -0.392
5. N -0.670

Run b
A cluster of 9 separate species, C4H29N2O8 in total. Source: the OMol25 dataset; level of theory: ωB97M-V/def2-TZVPD.

Results
Orbital gap: 10.2492 eV
HOMO energy: -12.68 eV
Charge: +1
LUMO energy: -2.435 eV

CARTESIAN COORDINATES (ANGSTROEM)
C 1.852 3.001 -0.528
C 0.481 2.548 -0.942
C 0.319 1.601 -2.177
C 1.187 0.356 -1.990
N 0.352 -0.893 -2.169
N -0.088 1.881 0.293
H 2.422 3.489 -1.327
H 1.914 3.757 0.260
H 2.497 2.205 -0.141
H -0.205 3.353 -1.198
H -0.737 1.347 -2.116
H 0.680 2.182 -2.989
H 1.588 0.335 -0.979
H 2.078 0.165 -2.585
H -0.210 -1.006 -1.296
H -0.363 -0.672 -2.860
H 0.834 -1.741 -2.499
H 0.543 2.029 1.069
H -0.986 2.284 0.545
H 0.587 1.621 3.510
H 1.159 0.188 3.517
O 0.345 0.694 3.435
H 1.496 -1.471 1.638
H 0.675 -0.224 1.534
O 1.449 -0.646 1.143
H -3.020 0.696 2.987
H -1.642 0.516 3.310
O -2.166 1.003 2.649
H -0.926 0.003 0.325
H -2.271 -0.681 -0.024
O -1.323 -0.725 -0.186
H 0.812 -3.863 -1.212
H 2.106 -3.927 -2.265
O 1.415 -3.420 -1.842
H -0.477 -3.029 3.391
H -0.705 -1.520 3.092
O -0.613 -2.387 2.687
H 0.710 -4.369 0.997
H -0.003 -2.999 0.548
O 0.136 -3.934 0.365
H -3.809 1.471 -2.250
H -4.475 0.172 -1.855
O -3.616 0.609 -1.865

natural (NBO) population analysis, charges in e, atoms 1 to 5:
1. C -0.656
2. C -0.031
3. C -0.441
4. C -0.245
5. N -0.710

Stability verdict: run b, ahead by 1.117 eV

Run a
A cluster of 2 separate species, C6H9N3O in total. Source: the OMol25 dataset; level of theory: ωB97M-V/def2-TZVPD.

Results
Orbital gap (alpha / beta): 7.9595 / 7.9593 eV
HOMO energy (alpha / beta): -8.28 / -8.28 eV
Charge: 0
LUMO energy (alpha / beta): -0.324 / -0.322 eV

CARTESIAN COORDINATES (ANGSTROEM)
C 3.366 0.192 0.695
C 2.422 -0.745 0.551
C 1.800 1.167 -0.295
C 0.134 -0.496 -0.557
C -0.303 -1.878 -0.211
C -2.288 1.803 -0.215
N 2.897 1.432 0.272
N 1.341 -0.153 -0.161
N -1.742 0.764 0.658
O -2.495 -0.058 1.129
H 4.333 0.171 1.101
H 2.220 -1.781 0.789
H 1.385 2.026 -0.739
H -0.352 -2.437 -1.172
H 0.392 -2.534 0.260
H -1.135 -1.756 0.492
H -3.087 1.343 -0.969
H -1.539 2.095 -0.939
H -2.568 2.600 0.613

natural (NBO) population analysis, charges in e, atoms 1 to 5:
1. C -0.067
2. C -0.108
3. C 0.246
4. C 0.232
5. C -0.773

Run b
An isolated molecule of C6H9N3O. Source: the OMol25 dataset; level of theory: ωB97M-V/def2-TZVPD.

Results
Orbital gap (alpha / beta): 6.8390 / 7.3586 eV
HOMO energy (alpha / beta): -7.27 / -7.64 eV
Charge: 0
LUMO energy (alpha / beta): -0.429 / -0.278 eV

CARTESIAN COORDINATES (ANGSTROEM)
C 1.887 -0.273 0.550
C -0.524 -0.825 -0.140
C 2.229 -1.638 0.480
C -1.442 0.864 1.093
C -1.177 1.310 -1.337
C -1.535 0.232 -0.245
N -0.001 -1.838 -0.603
N 2.007 0.972 0.603
N 1.180 -2.356 -0.229
O 3.256 -2.224 0.836
H -0.450 1.319 1.200
H -1.491 0.048 1.896
H -2.213 1.591 1.342
H -0.441 1.933 -0.968
H -1.982 1.982 -1.538
H -0.970 0.858 -2.316
H -2.446 -0.147 -0.498
H 2.792 1.477 0.395
H 1.321 -3.285 -0.520

natural (NBO) population analysis, charges in e, atoms 1 to 5:
1. C 0.257
2. C 0.337
3. C 0.475
4. C -0.597
5. C -0.585

Run c
An isolated molecule of C6H9N3O. Source: the OMol25 dataset; level of theory: ωB97M-V/def2-TZVPD.

Results
SMILES: NC(=O)C1=NCC=CCN1
Orbital gap: 9.4489 eV
HOMO energy: -8.77 eV
Charge: 0
LUMO energy: 0.682 eV

CARTESIAN COORDINATES (ANGSTROEM)
N -1.256 -0.791 -2.776
C -1.338 -1.245 -1.527
O -1.592 -2.450 -1.373
C -0.618 -0.408 -0.457
N -0.957 0.825 -0.418
C -0.462 1.852 0.452
C 0.603 1.624 1.480
C 1.304 0.532 1.790
C 1.297 -0.831 1.187
N 0.357 -1.131 0.135
H -1.634 0.132 -2.948
H -1.130 -1.636 -3.419
H -0.118 2.685 -0.188
H -1.333 2.280 0.980
H 0.855 2.540 2.026
H 2.055 0.624 2.580
H 2.315 -1.034 0.812
H 1.140 -1.556 2.004
H 0.513 -2.014 -0.340

natural (NBO) population analysis, charges in e, atoms 1 to 5:
1. N -0.840
2. C 0.631
3. O -0.616
4. C 0.370
5. N -0.525

Stability verdict: run c, ahead by 4.656 eV

Run a
An isolated molecule of C2H4N2O2. Source: the OMol25 dataset; level of theory: ωB97M-V/def2-TZVPD.

Results
SMILES: C=[N+]([O-])C(N)=O
Orbital gap: 9.6046 eV
HOMO energy: -9.19 eV
Charge: 0
LUMO energy: 0.412 eV

CARTESIAN COORDINATES (ANGSTROEM)
C 1.200 -0.531 1.121
N 0.332 0.199 0.561
O -0.054 1.246 1.018
C -0.266 -0.333 -0.691
N -1.065 0.609 -1.197
O -0.088 -1.477 -0.996
H 1.529 0.064 1.937
H 1.459 -1.550 0.860
H -1.276 1.469 -0.711
H -1.770 0.304 -1.903

natural (NBO) population analysis, charges in e, atoms 1 to 5:
1. C -0.182
2. N 0.066
3. O -0.537
4. C 0.748
5. N -0.810

Run b
An isolated molecule of C2H4N2O2. Source: the OMol25 dataset; level of theory: ωB97M-V/def2-TZVPD.

Results
SMILES: NC(=O)/N=C/O
Orbital gap: 10.8748 eV
HOMO energy: -10.04 eV
Charge: 0
LUMO energy: 0.838 eV

CARTESIAN COORDINATES (ANGSTROEM)
N 1.973 0.065 0.061
C 0.723 -0.295 0.448
O 0.483 -0.960 1.441
N -0.246 0.216 -0.462
C -1.451 -0.016 -0.125
O -2.474 0.397 -0.864
H 2.764 -0.245 0.599
H 2.109 0.589 -0.787
H -1.759 -0.559 0.768
H -2.096 0.856 -1.634

natural (NBO) population analysis, charges in e, atoms 1 to 5:
1. N -0.814
2. C 0.760
3. O -0.641
4. N -0.630
5. C 0.476

Run c
An isolated molecule of C2H4N2O2. Source: the OMol25 dataset; level of theory: ωB97M-V/def2-TZVPD.

Results
SMILES: NC(=O)/N=C/O
Orbital gap: 10.7912 eV
HOMO energy: -9.99 eV
Charge: 0
LUMO energy: 0.799 eV

CARTESIAN COORDINATES (ANGSTROEM)
N 1.956 -0.051 -0.084
C 0.730 -0.366 0.425
O 0.537 -1.013 1.436
N -0.272 0.136 -0.392
C -1.523 -0.020 -0.164
O -2.207 0.552 -1.134
H 2.755 -0.254 0.490
H 2.043 0.629 -0.824
H -2.035 -0.520 0.662
H -1.300 0.812 -1.547

natural (NBO) population analysis, charges in e, atoms 1 to 5:
1. N -0.816
2. C 0.764
3. O -0.633
4. N -0.676
5. C 0.489

Stability verdict: run b, ahead by 0.705 eV